No. 1
2 unconnected molecules or ions with the total composition C4H10N2O2. Source: OMol25; level of theory: ωB97M-V/def2-TZVPD.

Last column: Löwdin charge in e.
Cartesian coordinates (Å):
1 C 1.988 0.101 -0.002  -0.5538
2 C 3.520 0.170 0.138  -0.0154
3 C -1.965 -0.041 0.039  -0.5711
4 C -3.467 -0.197 0.035  -0.0099
5 H 0.533 -1.103 -0.042  -0.0013
6 H 2.012 -2.019 -0.263  0.1066
7 H 3.946 0.463 -0.877  0.1050
8 H 3.851 -0.831 0.433  0.0602
9 H 3.651 0.881 0.994  0.0932
10 H -0.530 1.305 -0.079  0.0715
11 H -2.079 2.002 -0.216  0.0886
12 H -3.964 0.784 -0.093  0.0796
13 H -3.839 -0.815 0.921  0.1103
14 H -3.739 -0.871 -0.766  0.0719
15 N 1.489 -1.172 -0.144  0.1713
16 N -1.544 1.215 0.008  0.1808
17 O 1.294 1.101 -0.122  0.0085
18 O -1.155 -0.971 0.035  0.0039

Summary:
**Calculated total energy**: -418.43883 Eh
**LUMO**: 0.957 eV
**SMILES**: CC(N)=O.CC(N)=O
**Energy above the lowest of the compared OMol25 structures with the same formula, charge and spin**: 58.1 kJ/mol
**Multiplicity**: 1
**Gap between HOMO and LUMO**: 0.3860 Eh
**E_HOMO**: -9.546 eV
**Maximum force**: 3.2 eV Å⁻¹
**M**: 118.14 u



No. 2
15 unconnected molecules or ions with the total composition C17H64N8O15. Source: OMol25; level of theory: ωB97M-V/def2-TZVPD.

Last column: Löwdin charge in e.
Cartesian coordinates (Å):
1 C 1.594 1.800 2.550  -0.0543
2 C 0.669 2.997 2.314  -0.3060
3 O 1.479 4.129 2.108  -0.0756
4 H 2.196 1.844 3.441  0.0754
5 H 2.222 1.665 1.725  0.0243
6 H 0.911 0.955 2.608  0.0449
7 H -0.059 3.173 3.114  0.1033
8 H -0.004 2.841 1.470  0.0837
9 H 1.039 4.702 1.492  0.0478
10 C -1.876 4.812 0.088  -0.0823
11 C -3.152 5.288 -0.676  -0.2776
12 O -2.932 5.201 -2.090  -0.0756
13 H -0.980 5.425 0.132  0.0678
14 H -1.536 3.830 -0.200  0.0462
15 H -2.134 4.745 1.126  0.0563
16 H -3.338 6.350 -0.398  0.1078
17 H -4.120 4.810 -0.406  0.1013
18 H -2.098 5.634 -2.203  0.0619
19 C 1.787 -2.455 -3.529  -0.6429
20 O 3.031 -3.035 -3.526  -0.1372
21 N 1.077 -2.420 -2.454  0.1965
22 N 1.115 -2.099 -4.595  0.1589
23 H 1.593 -2.627 -1.600  0.0784
24 H 0.180 -1.934 -2.474  0.0811
25 H 1.734 -2.215 -5.433  0.1426
26 H 0.249 -1.497 -4.564  0.1585
27 C -3.502 2.520 1.789  -0.7043
28 O -2.521 2.526 2.684  -0.0930
29 N -3.367 1.977 0.627  0.1783
30 N -4.684 2.983 2.078  0.1715
31 H -2.421 1.875 0.250  0.0469
32 H -4.109 2.050 -0.042  0.0962
33 H -4.804 3.405 3.041  0.1549
34 H -5.237 3.337 1.352  0.0789
35 C 4.009 -2.369 -0.194  -0.6663
36 O 2.715 -1.979 -0.147  -0.1097
37 N 4.582 -2.761 -1.266  0.1803
38 N 4.813 -2.337 0.776  0.1690
39 H 4.017 -2.926 -2.139  0.0765
40 H 5.637 -2.807 -1.400  0.1699
41 H 4.569 -2.037 1.734  0.1442
42 H 5.712 -2.820 0.697  0.1480
43 C -0.257 0.114 -0.110  -0.5546
44 O -1.144 1.094 -0.401  -0.0940
45 N 1.019 0.177 -0.477  0.2192
46 N -0.636 -0.995 0.487  0.1905
47 H 1.387 1.042 -0.933  0.1127
48 H 1.579 -0.635 -0.379  0.0299
49 H -1.569 -0.961 0.895  0.0998
50 H -0.134 -1.846 0.653  0.0583
51 C 2.841 0.651 -3.378  -0.1616
52 O 1.745 1.534 -3.559  -0.1162
53 H 2.825 0.009 -4.307  0.0866
54 H 2.624 -0.045 -2.530  0.0665
55 H 3.794 1.058 -3.404  0.0460
56 H 1.959 2.422 -3.245  0.0305
57 C 0.975 -2.043 3.605  -0.1200
58 O 1.958 -2.734 2.858  -0.1334
59 H 0.964 -1.041 3.211  0.0490
60 H 1.238 -2.054 4.683  0.0996
61 H 0.037 -2.542 3.400  0.0761
62 H 2.804 -2.272 2.920  0.0736
63 C -2.113 -2.798 -2.161  -0.1867
64 O -1.633 -1.505 -2.063  -0.1305
65 H -2.487 -3.081 -3.130  0.0853
66 H -3.065 -2.886 -1.710  0.0481
67 H -1.483 -3.653 -1.839  0.0859
68 H -1.390 -1.446 -1.092  0.0490
69 C 0.176 -4.717 0.646  -0.1269
70 O 0.468 -3.366 0.490  -0.1612
71 H -0.324 -4.837 1.626  0.0815
72 H 1.038 -5.312 0.687  0.0699
73 H -0.506 -5.118 -0.119  0.0922
74 H 1.087 -3.081 1.150  0.0235
75 C -2.542 -0.340 3.003  -0.1540
76 O -3.035 -1.602 3.312  -0.1098
77 H -2.956 -0.076 2.069  0.0508
78 H -1.431 -0.240 2.987  0.0902
79 H -3.027 0.328 3.720  0.0954
80 H -2.702 -1.777 4.188  0.0997
81 C -4.526 -0.377 -1.197  -0.1830
82 O -5.199 -1.613 -1.105  -0.1213
83 H -4.278 -0.165 -2.252  0.0928
84 H -3.530 -0.229 -0.743  0.0462
85 H -5.090 0.450 -0.707  0.0650
86 H -4.987 -2.103 -0.295  0.0402
87 C -3.032 -3.887 0.994  -0.1548
88 O -3.827 -2.723 1.020  -0.1331
89 H -2.384 -4.145 1.870  0.0871
90 H -2.315 -3.739 0.263  -0.0043
91 H -3.590 -4.812 0.670  0.1114
92 H -3.561 -2.297 1.884  0.0494
93 C 4.746 1.110 -0.371  -0.1064
94 O 5.724 0.040 -0.192  -0.1257
95 H 4.679 1.173 -1.466  0.0634
96 H 5.075 2.079 0.011  0.0841
97 H 3.777 0.883 0.099  0.0566
98 H 5.359 -0.767 -0.474  -0.0232
99 C 2.251 3.737 -1.036  -0.1769
100 O 2.766 3.826 -2.291  -0.0998
101 H 2.697 2.897 -0.582  0.0378
102 H 1.163 3.518 -1.071  0.1008
103 H 2.459 4.625 -0.409  0.1002
104 H 3.462 4.487 -2.276  0.1059

Summary:
**Calculated total energy**: -2252.59962 Eh
**LUMO**: 0.006 eV
**Energy above the lowest of the compared OMol25 structures with the same formula, charge and spin**: 515.6 kJ/mol
**Multiplicity**: 1
**Gap between HOMO and LUMO**: 0.3376 Eh
**E_HOMO**: -9.180 eV
**Maximum force**: 7.9 eV Å⁻¹
**M**: 620.74 u



No. 3
A molecular structure, C40H34AsF6IN9O3Sn. Source: OMol25; level of theory: ωB97M-V/def2-TZVPD.

Last column: Löwdin charge in e.
Cartesian coordinates (Å):
1 Sn 0.151 0.299 0.117  1.0130
2 C 3.318 2.906 1.908  -0.0563
3 C 2.350 2.398 1.046  -0.1148
4 N 1.418 1.572 1.497  -0.0531
5 C 1.417 1.265 2.804  -0.1815
6 C 2.408 1.750 3.629  -0.0148
7 N 3.365 2.567 3.184  0.1553
8 C 0.260 0.466 3.258  -0.1702
9 C -0.044 0.255 4.589  0.0898
10 C -1.198 -0.441 4.929  -0.0952
11 C -2.026 -0.870 3.889  0.0853
12 C -1.663 -0.628 2.583  -0.1623
13 N -0.525 0.016 2.275  0.0357
14 C -2.499 -1.029 1.424  -0.1701
15 C -3.644 -1.815 1.504  -0.0212
16 N -4.369 -2.103 0.432  0.1310
17 C -3.955 -1.619 -0.736  -0.0627
18 C -2.798 -0.865 -0.842  -0.0777
19 N -2.084 -0.581 0.246  0.0049
20 C -1.550 -0.701 6.341  -0.1802
21 C -1.287 0.238 7.330  -0.0054
22 C -1.636 -0.061 8.637  -0.1073
23 N -2.202 -1.209 9.011  0.0925
24 C -2.443 -2.104 8.051  -0.1087
25 C -2.145 -1.899 6.713  -0.0075
26 H 4.085 3.573 1.536  0.1345
27 H 2.328 2.662 -0.003  0.1099
28 H 2.444 1.493 4.679  0.1313
29 H 0.612 0.622 5.365  0.1272
30 H -2.964 -1.354 4.118  0.1274
31 H -3.980 -2.232 2.446  0.1279
32 H -4.554 -1.850 -1.609  0.1244
33 H -2.424 -0.500 -1.793  0.1033
34 H -0.851 1.202 7.095  0.1180
35 H -1.453 0.659 9.427  0.1186
36 H -2.895 -3.036 8.371  0.1180
37 H -2.344 -2.681 5.990  0.1175
38 C 3.313 -2.181 -4.371  -0.0240
39 O 2.354 -3.241 -4.493  -0.0791
40 C 1.276 -3.063 -5.290  -0.2635
41 C 0.935 -4.144 -6.104  0.0191
42 C -0.128 -4.073 -6.980  -0.0470
43 C -0.894 -2.913 -7.062  -0.0646
44 C -0.605 -1.864 -6.218  -0.0193
45 C 0.458 -1.934 -5.314  -0.1619
46 N 0.614 -0.812 -4.418  0.1714
47 C 0.366 -0.867 -3.089  -0.3331
48 N 0.293 -2.077 -2.543  0.2028
49 C 0.408 -2.505 -1.203  -0.1504
50 C 0.506 -1.750 -0.040  -0.2272
51 C 0.779 -2.423 1.167  -0.1266
52 C 0.878 -3.796 1.214  -0.0375
53 C 0.709 -4.557 0.066  0.0205
54 C 0.481 -3.914 -1.128  -0.2096
55 O 0.335 -4.543 -2.318  -0.0932
56 C 0.672 -5.932 -2.396  -0.0196
57 N 0.126 0.236 -2.378  0.0349
58 C 0.316 1.458 -2.966  -0.2924
59 C 1.584 2.032 -3.139  0.0020
60 C 1.704 3.288 -3.678  0.0217
61 C 0.552 4.042 -4.071  0.0061
62 C -0.702 3.531 -3.956  0.0064
63 C -0.852 2.222 -3.431  -0.3091
64 O -1.978 1.587 -3.360  -0.0692
65 C -3.210 2.237 -3.778  0.0245
66 H 4.261 -2.657 -4.150  0.1057
67 H 3.057 -1.517 -3.553  0.0589
68 H 3.390 -1.628 -5.308  0.1070
69 H 1.569 -5.021 -6.055  0.1331
70 H -0.350 -4.917 -7.621  0.1187
71 H -1.714 -2.840 -7.763  0.1138
72 H -1.217 -0.968 -6.232  0.1144
73 H 0.497 0.090 -4.849  0.1467
74 H 0.365 -2.859 -3.186  0.1304
75 H 0.972 -1.876 2.072  0.0917
76 H 1.109 -4.288 2.150  0.1231
77 H 0.782 -5.634 0.106  0.1211
78 H 0.609 -6.194 -3.446  0.0956
79 H -0.038 -6.532 -1.826  0.1017
80 H 1.686 -6.092 -2.032  0.1110
81 H 2.450 1.459 -2.826  0.1249
82 H 2.685 3.727 -3.809  0.1332
83 H 0.689 5.038 -4.474  0.1334
84 H -1.563 4.108 -4.259  0.1266
85 H -3.983 1.489 -3.656  0.1054
86 H -3.133 2.536 -4.821  0.1119
87 H -3.400 3.093 -3.133  0.1089
88 F 2.572 -0.016 -1.056  -0.3305
89 As 4.095 -0.631 -0.248  0.7460
90 F 5.479 -1.184 0.576  -0.1939
91 F 4.541 1.020 0.009  -0.2286
92 F 3.166 -0.591 1.236  -0.2385
93 F 4.872 -0.565 -1.772  -0.2164
94 F 3.540 -2.222 -0.561  -0.2030
95 I -1.070 2.655 -0.258  0.6891

Summary:
**Calculated total energy**: -5609.80077 Eh
**LUMO (alpha / beta)**: -6.348 / -8.798 eV
**Energy above the lowest of the compared OMol25 structures with the same formula, charge and spin**: 46.8 kJ/mol
**Multiplicity**: 2
**Gap between HOMO and LUMO (alpha / beta)**: 0.2502 / 0.1599 Eh
**E_HOMO (alpha / beta)**: -13.157 / -13.150 eV
**Maximum force**: 1.0 eV Å⁻¹
**Charge**: +2
**M**: 1123.30 u



No. 4
A molecular structure, ArH18O9Xe. Source: OMol25; level of theory: ωB97M-V/def2-TZVPD.

Last column: Löwdin charge in e.
Cartesian coordinates (Å):
1 Ar 0.346 0.565 0.282  0.2351
2 Xe 1.407 -0.699 3.475  0.1509
3 O 3.165 1.799 -1.033  -0.0465
4 H 3.613 1.061 -0.620  0.0276
5 H 3.570 2.574 -0.642  0.0545
6 O -2.284 -1.499 2.728  -0.0530
7 H -2.038 -1.787 1.849  0.0325
8 H -1.772 -2.054 3.316  0.0418
9 O -2.143 1.143 3.454  -0.0720
10 H -2.266 0.285 3.047  -0.0280
11 H -2.672 1.738 2.922  0.0378
12 O 2.530 -1.483 -0.553  -0.0777
13 H 3.103 -0.888 -0.069  0.0069
14 H 1.667 -1.360 -0.158  -0.0818
15 O 0.881 1.175 -2.682  -0.0823
16 H 1.407 0.383 -2.790  0.0405
17 H 1.374 1.708 -2.059  -0.0150
18 O 0.092 3.051 2.840  -0.0850
19 H -0.219 3.738 2.252  0.0267
20 H -0.430 2.282 2.610  -0.0475
21 O -1.988 0.484 -2.496  -0.0677
22 H -2.376 1.227 -2.033  0.0385
23 H -1.105 0.777 -2.721  -0.0170
24 O -0.479 -1.927 -3.555  -0.0408
25 H -1.250 -2.486 -3.643  0.0384
26 H -0.800 -1.144 -3.108  -0.0180
27 O -0.143 -2.738 -0.007  -0.0604
28 H -0.875 -3.246 0.341  0.0352
29 H -0.315 -2.681 -0.947  0.0262

Summary:
**Calculated total energy**: -1544.80915 Eh
**LUMO**: 0.012 eV
**Multiplicity**: 1
**Gap between HOMO and LUMO**: 0.4073 Eh
**E_HOMO**: -11.071 eV
**Maximum force**: 0.9 eV Å⁻¹
**M**: 333.37 u



No. 5
4 unconnected molecules or ions with the total composition C2H11O3S. Source: OMol25; level of theory: ωB97M-V/def2-TZVPD.

Last column: Löwdin charge in e.
Cartesian coordinates (Å):
1 C 0.106 -1.633 -1.061  -0.2481
2 C 0.998 -0.433 -1.228  -0.7423
3 S 0.089 1.148 -1.006  0.3323
4 H -0.297 -1.717 -0.037  0.0458
5 H -0.846 -1.558 -1.603  0.0507
6 H 0.594 -2.596 -1.250  0.0497
7 H 1.772 -0.424 -0.464  0.0322
8 H 1.390 -0.393 -2.235  0.0201
9 H -1.176 0.684 2.147  0.0312
10 H -0.128 0.688 1.097  -0.1083
11 O -0.337 0.245 1.960  -0.1493
12 H 0.156 -0.414 3.732  -0.0133
13 H 0.616 -1.771 3.515  0.0225
14 O 0.514 -1.153 4.252  -0.1016
15 H -0.575 2.884 -3.069  -0.0302
16 H -1.595 2.980 -1.990  -0.0416
17 O -1.280 3.464 -2.760  -0.1498

Summary:
**Calculated total energy**: -706.75710 Eh
**LUMO**: 3.766 eV
**Energy above the lowest of the compared OMol25 structures with the same formula, charge and spin**: 44.0 kJ/mol
**Multiplicity**: 1
**Gap between HOMO and LUMO**: 0.2601 Eh
**E_HOMO**: -3.313 eV
**Maximum force**: 1.6 eV Å⁻¹
**Charge**: -1
**M**: 115.17 u



No. 6
A molecular structure, C22H44F8N2O11S2Si2. Source: OMol25; level of theory: ωB97M-V/def2-TZVPD.

Last column: Löwdin charge in e.
Cartesian coordinates (Å):
1 C 4.884 -2.589 -1.118  -0.1280
2 C 3.806 -2.394 -2.286  -0.2099
3 C 2.356 -2.532 -1.572  -0.2879
4 N 1.276 -2.763 -2.556  -0.0872
5 Si -0.137 -1.699 -2.393  0.4814
6 C -0.533 -1.098 -4.173  -0.2702
7 C -2.083 -0.954 -4.523  -0.1700
8 C -1.594 -2.873 -1.857  -0.2304
9 C -1.120 -4.083 -0.929  -0.2495
10 C -0.453 -3.667 0.454  -0.1859
11 C -1.149 -2.458 1.217  -0.2653
12 N -0.053 -1.776 2.016  -0.0133
13 O -0.020 -0.478 -1.191  -0.2678
14 Si -1.054 0.865 -1.332  0.6280
15 C -2.922 0.515 -1.366  -0.2298
16 C -3.630 0.376 0.069  -0.2283
17 C -4.835 -0.702 -0.072  -0.1591
18 C -5.045 -1.373 1.381  -0.2529
19 O -5.593 -0.454 2.352  -0.0945
20 C -0.674 2.031 -2.827  -0.1433
21 C 0.870 2.385 -2.982  -0.2780
22 O 1.761 1.281 -2.787  -0.0406
23 C 1.136 2.902 -4.490  -0.4058
24 F 1.421 1.844 -5.367  0.0886
25 F 0.011 3.597 -4.943  0.0826
26 F 2.264 3.733 -4.535  0.0808
27 C -0.657 1.982 0.227  -0.2995
28 F 0.763 2.187 0.150  0.0112
29 F -0.873 1.319 1.447  0.0348
30 C -1.299 3.440 0.159  -0.3971
31 F -1.462 3.872 1.499  0.0644
32 F -2.553 3.502 -0.413  0.1238
33 F -0.382 4.308 -0.412  0.1210
34 H 4.502 -3.303 -0.309  0.0770
35 H 5.001 -1.583 -0.584  0.0275
36 H 5.915 -2.874 -1.489  0.0731
37 H 3.931 -3.098 -3.159  0.1019
38 H 3.872 -1.289 -2.581  0.1039
39 H 2.255 -1.623 -0.913  0.1091
40 H 2.445 -3.485 -0.937  0.1103
41 H 1.028 -3.746 -2.670  0.0740
42 H -0.125 -1.914 -4.868  0.0914
43 H 0.057 -0.160 -4.463  0.0644
44 H -2.571 0.004 -4.164  0.0506
45 H -2.160 -0.929 -5.666  0.0818
46 H -2.737 -1.810 -4.182  0.0607
47 H -1.945 -3.346 -2.842  0.0849
48 H -2.416 -2.330 -1.305  0.0498
49 H -2.061 -4.699 -0.699  0.1093
50 H -0.423 -4.820 -1.461  0.1011
51 H -0.551 -4.577 1.145  0.1165
52 H 0.656 -3.443 0.407  0.0891
53 H -1.584 -1.655 0.549  0.0652
54 H -1.976 -2.800 1.931  0.1139
55 H 0.307 -1.069 1.350  0.0466
56 H -0.497 -1.239 2.771  0.0551
57 H -3.409 1.426 -1.869  0.1013
58 H -3.242 -0.376 -1.984  0.0599
59 H -4.134 1.358 0.328  0.1147
60 H -2.969 -0.023 0.894  0.0826
61 H -5.792 -0.229 -0.459  0.1222
62 H -4.517 -1.577 -0.741  0.1028
63 H -5.780 -2.240 1.289  0.1235
64 H -4.069 -1.784 1.800  0.1027
65 H -4.835 0.030 2.727  0.0808
66 H -1.209 3.022 -2.608  0.1029
67 H -1.105 1.660 -3.803  0.0870
68 H 1.171 3.232 -2.280  0.1579
69 H 2.453 1.531 -2.140  0.1202
70 C -1.715 3.319 4.190  -0.1853
71 C -0.915 3.907 5.340  -0.1654
72 O -1.807 3.892 6.456  -0.1903
73 S -2.798 2.616 6.325  0.6433
74 O -2.275 1.554 7.128  -0.2260
75 O -4.146 3.079 6.437  -0.2233
76 O -2.495 2.272 4.770  -0.1920
77 H -2.399 4.059 3.766  0.1310
78 H -1.076 2.925 3.403  0.1079
79 H -0.574 4.921 5.134  0.1372
80 H -0.055 3.277 5.586  0.1341
81 C 5.842 1.078 3.501  -0.1700
82 C 6.945 0.801 2.494  -0.1705
83 O 6.481 -0.318 1.737  -0.1860
84 S 4.864 -0.253 1.631  0.6247
85 O 4.519 0.344 0.376  -0.2459
86 O 4.332 -1.505 2.067  -0.2127
87 O 4.621 0.848 2.796  -0.1900
88 H 5.887 0.379 4.341  0.1345
89 H 5.876 2.100 3.879  0.1358
90 H 7.897 0.573 2.971  0.1372
91 H 7.074 1.643 1.808  0.1335

Summary:
**Calculated total energy**: -3976.11272 Eh
**LUMO**: 0.112 eV
**Multiplicity**: 1
**Gap between HOMO and LUMO**: 0.3240 Eh
**E_HOMO**: -8.704 eV
**Maximum force**: 2.8 eV Å⁻¹
**M**: 784.89 u